No. 1
41
Properties=species:S:1:pos:R:3:forces:R:3 method="wB97M-V/def2-TZVPD" e_above_lowest_ev=0.1329 smiles="CCCCCCCCOC(=O)c1ccc(N)cc1" homo_energy_ev=-8.197 total_energy_ha=-790.63869 max_force_ha_per_bohr=0.0110
C 2.47618 3.13117 5.70529 -0.02 -0.25 -0.01
C 2.14032 1.85438 4.94382 -0.08 0.29 -0.12
C 1.70578 2.15381 3.51044 0.17 -0.34 0.04
C 1.45992 0.90081 2.66855 -0.28 0.22 0.12
C 0.22227 0.11845 3.10404 0.27 -0.22 -0.12
C -0.02819 -1.12959 2.25594 -0.19 0.22 -0.07
C -0.46626 -0.80836 0.82978 0.02 -0.32 -0.10
C -0.79395 -2.08116 0.05277 0.36 0.07 0.43
H -1.60083 -2.63852 0.53496 0.09 0.04 -0.05
H 0.09868 -2.71186 -0.02304 -0.17 0.03 0.05
O -1.27021 -1.78885 -1.25617 -0.20 0.07 -0.30
C -0.33851 -1.53734 -2.19517 0.27 -0.07 0.15
O 0.85031 -1.57439 -1.97285 -0.12 0.00 0.02
C -0.92909 -1.22756 -3.50791 -0.10 0.07 -0.21
C -0.07403 -0.96785 -4.58032 -0.13 -0.08 0.25
C -0.57814 -0.67635 -5.82571 -0.11 -0.01 -0.09
C -1.96064 -0.63294 -6.03731 0.12 -0.01 0.37
C -2.81557 -0.89280 -4.96030 -0.02 0.01 -0.18
C -2.30793 -1.18469 -3.71525 0.25 -0.04 0.05
H -2.97328 -1.38559 -2.89050 -0.06 -0.01 0.05
H -3.88425 -0.86048 -5.11859 -0.11 0.01 0.01
N -2.46792 -0.28203 -7.26051 -0.13 0.11 -0.31
H -3.43658 -0.48260 -7.44197 0.09 -0.02 -0.06
H -1.85119 -0.32720 -8.05364 -0.11 -0.03 0.01
H 0.08824 -0.47714 -6.65268 0.09 0.03 -0.07
H 0.99103 -1.00521 -4.40888 0.09 0.00 0.01
H -1.35084 -0.16728 0.84702 -0.02 0.05 -0.01
H 0.32781 -0.28248 0.29889 -0.04 0.04 -0.03
H -0.80781 -1.72851 2.73432 0.03 -0.09 0.02
H 0.88104 -1.73373 2.22580 0.04 -0.10 0.05
H 0.34370 -0.19415 4.14270 -0.07 0.05 0.06
H -0.65335 0.77003 3.05342 -0.07 0.05 0.07
H 2.33562 0.25028 2.72622 0.07 -0.05 -0.07
H 1.34248 1.20571 1.62751 0.07 -0.06 -0.07
H 0.79703 2.76043 3.52822 -0.02 0.10 -0.03
H 2.48746 2.74757 3.02977 -0.02 0.10 0.00
H 1.34399 1.32604 5.47061 0.03 -0.10 0.02
H 3.01713 1.20291 4.92460 -0.01 -0.10 0.01
H 2.78155 2.90216 6.72383 0.04 0.08 0.11
H 1.61042 3.78893 5.74639 -0.06 0.11 0.03
H 3.28758 3.66599 5.21592 0.08 0.10 -0.02

No. 2
16
Properties=species:S:1:pos:R:3:forces:R:3 method="wB97M-V/def2-TZVPD" e_above_lowest_ev=7.1698 homo_energy_ev=-9.401 total_energy_ha=-420.79258 max_force_ha_per_bohr=0.1145
C 2.57061 -0.12646 -0.15710 2.83 0.35 0.19
C 0.33037 0.33979 -0.33144 -1.49 1.06 -1.25
C -0.48978 -0.65562 0.51441 -1.87 -0.94 1.20
C -1.78426 0.16120 0.29718 2.63 0.72 -2.09
C -0.86718 1.36810 -0.11790 1.30 -1.15 0.43
H 3.67976 0.59221 -0.49088 -3.33 -2.81 1.39
H 2.44552 -1.16327 -1.16878 0.12 3.20 3.42
H 2.60897 -0.58284 1.26853 0.12 0.93 -4.68
H 0.35232 -0.04089 -1.34422 -0.77 -0.36 -0.55
H -0.82420 -1.66846 0.17720 1.41 0.58 -0.27
H -0.45555 -0.73046 1.59457 1.16 0.23 0.29
H -2.43672 0.26274 1.04718 -1.83 0.91 3.58
H -3.36133 -0.89877 -0.37657 3.68 2.53 -1.69
O 1.58117 0.90147 -0.20149 1.39 -1.92 0.98
O -2.50506 -0.30399 -0.75789 -4.90 -3.17 -0.79
O -0.84462 2.54525 0.04720 -0.46 -0.16 -0.17

No. 3
7
Properties=species:S:1:pos:R:3:forces:R:3 method="wB97M-V/def2-TZVPD" e_above_lowest_ev=1.5718 smiles="FCC(F)=S" homo_energy_ev=-9.618 total_energy_ha=-675.24004 max_force_ha_per_bohr=0.1086
C 0.85101 -0.39393 -0.51711 -4.54 1.40 2.94
C -0.64765 0.32364 0.33416 4.21 0.61 0.08
F 0.45554 -1.63871 -0.74719 0.67 -0.04 -0.53
F -1.50488 0.83210 -0.56549 -0.21 -0.01 -0.01
S 2.24887 0.28378 -0.67462 0.77 0.03 -0.45
H -0.39466 1.01484 1.20514 0.41 0.32 -1.95
H -1.00823 -0.42173 0.96512 -1.31 -2.31 -0.08

No. 4
12
Properties=species:S:1:pos:R:3:forces:R:3 method="wB97M-V/def2-TZVPD" e_above_lowest_ev=4.1052 smiles="C=CC(O)(C#N)C#N" homo_energy_ev=-10.682 total_energy_ha=-377.51319 max_force_ha_per_bohr=0.1954
C -0.50710 0.09438 0.35587 -1.05 0.11 0.06
C 0.82002 -0.65578 0.32291 1.97 -3.68 -3.32
C 1.76667 -0.77386 -0.80875 -6.18 4.74 3.69
C -0.34111 1.27802 -0.41476 4.13 8.71 -2.83
C -1.93151 -0.40392 -0.28842 1.09 -0.27 -0.21
H -1.59444 0.67186 1.92615 3.36 -0.15 -0.39
H 0.76240 -1.37970 1.21218 0.81 1.01 -1.48
H 2.63273 -1.31547 -0.70009 1.73 -1.29 0.07
H 1.65508 0.11108 -1.56795 0.36 -2.21 1.13
N 0.14806 2.34723 -0.75245 -3.35 -6.40 1.55
N -2.84657 -0.52133 -1.00409 1.58 0.06 1.63
O -0.56423 0.54749 1.71939 -4.44 -0.64 0.10